Entry 1:
The following is a DFT calculation (ωB97M-V/def2-TZVPD) of C23H27Cl2InNO2P2 as an isolated structure at a distorted geometry.

The geometry in XYZ format:
```
58
C23H27Cl2InNO2P2 (ωB97M-V/def2-TZVPD)
In 0.2572 -0.3216 0.6261
O -1.8686 0.3648 -1.3742
N -2.0617 0.9000 -0.0899
C -3.0151 0.4085 0.5931
C -3.8902 -0.6756 0.1790
C -5.2503 -0.6171 0.4852
C -6.1137 -1.5955 0.0284
C -5.6182 -2.6689 -0.6953
C -4.2570 -2.7996 -0.9253
C -3.3917 -1.7820 -0.5223
P -1.6349 -2.1513 -0.8164
C -1.2375 -3.6057 0.1735
C -1.1169 -3.4653 1.5584
C -0.9078 -4.5715 2.3575
C -0.8202 -5.8344 1.7779
C -0.9675 -5.9775 0.4054
C -1.1633 -4.8763 -0.4109
C -1.2052 -2.4147 -2.5258
C -0.0505 -3.1587 -2.8195
C 0.1892 -3.5633 -4.1167
C -0.6804 -3.1848 -5.1369
C -1.7929 -2.3977 -4.8550
C -2.0558 -1.9946 -3.5592
H -1.4804 1.0988 -1.8852
H -3.1981 0.8924 1.5471
H -5.6188 0.2120 1.0674
H -7.1702 -1.5249 0.2364
H -6.2911 -3.4119 -1.0950
H -3.8780 -3.6654 -1.4479
H -1.2114 -2.4806 2.0097
H -0.8118 -4.4547 3.4255
H -0.6390 -6.7012 2.3980
H -0.9432 -6.9640 -0.0350
H -1.2955 -5.0143 -1.4759
H 0.6419 -3.4214 -2.0296
H 1.0529 -4.1697 -4.3406
H -0.4799 -3.4904 -6.1530
H -2.4565 -2.1018 -5.6529
H -2.9213 -1.3869 -3.3409
Cl 2.8107 -1.5178 1.1033
C 2.6835 -1.4762 2.8575
Cl 1.3230 -0.4490 3.3081
H 3.6016 -1.0518 3.2721
H 2.5108 -2.4858 3.2338
C 0.6619 4.1305 1.5150
P 1.8670 3.0095 0.7598
C 2.5641 3.8481 -0.6896
C 3.2146 2.7061 1.9386
O 1.1987 1.6812 0.3544
H 1.1574 5.0540 1.8059
H 0.2162 3.6705 2.3953
H -0.1159 4.3626 0.7888
H 3.0631 4.7526 -0.3407
H 1.7688 4.1243 -1.3804
H 3.2866 3.2100 -1.1955
H 3.7144 3.6455 2.1630
H 3.9373 2.0199 1.4985
H 2.8153 2.2919 2.8629
```

As for the largest force on an atom: 0.03589 hartree/bohr. The calculation puts the orbital gap at 5.8 eV. The HOMO energy is -17.5 eV. The energy above the lowest of the compared OMol25 structures with the same formula, charge and spin is 1.117 eV. The charge is +3. Its molar mass is 597.1 g/mol.

Entry 2:
The following is a DFT calculation (ωB97M-V/def2-TZVPD) of a 3-piece molecular cluster, C37H40F8N2O5 overall.

The geometry in XYZ format:
```
92
C37H40F8N2O5 (ωB97M-V/def2-TZVPD)
C 3.2456 -2.0494 3.5271
C 2.2191 -0.9508 3.2528
O 1.6557 -1.0635 1.9557
C 2.3987 -0.3871 0.9479
C 2.0239 -1.0328 -0.3745
O 2.1854 -0.1776 -1.4982
C 1.2523 0.8834 -1.5858
C 0.1375 0.5483 -2.5520
O -0.8384 -0.3269 -1.9893
C -2.0132 0.2636 -1.5250
C -1.9522 0.5809 0.0133
F -0.8483 -0.0242 0.5753
C -1.7265 2.0315 0.1712
N -1.5473 3.1572 0.2934
C -3.2026 0.0726 0.8100
C -2.8398 0.0645 2.2363
N -2.5505 0.0365 3.3455
C -3.6225 -1.3669 0.4255
C -2.4918 -2.3947 0.2296
C -2.1783 -3.2102 1.5005
C -2.4685 -4.6982 1.3707
O -3.8388 -4.9576 1.7122
C -4.1212 -6.0313 2.5066
C -3.4737 -6.0352 3.8657
O -4.9299 -6.8426 2.1577
C -4.4185 1.0462 0.6514
F -4.4044 1.4646 -0.6550
F -4.2203 2.1420 1.4171
C -5.7604 0.4448 0.9835
C -6.6020 -0.0218 -0.0135
C -7.8133 -0.6033 0.3303
C -8.1788 -0.7266 1.6586
C -7.3352 -0.2480 2.6516
C -7.7438 -0.3783 4.0904
F -6.7557 -0.0748 4.9319
F -8.1421 -1.6271 4.3758
F -8.7777 0.4226 4.3898
C -6.1260 0.3400 2.3197
H 2.9556 -2.9362 2.9654
H 4.2532 -1.7538 3.2352
H 3.2733 -2.3014 4.5866
H 2.6702 0.0390 3.3695
H 1.3931 -1.0299 3.9582
H 2.1465 0.6774 0.9657
H 3.4681 -0.5047 1.1408
H 2.6857 -1.8806 -0.5549
H 1.0052 -1.4217 -0.3214
H 1.7795 1.7613 -1.9691
H 0.8544 1.1580 -0.6071
H 0.5822 0.0222 -3.3974
H -0.3203 1.4660 -2.9344
H -2.8333 -0.4170 -1.7384
H -2.2219 1.2016 -2.0413
H -4.2489 -1.3245 -0.4650
H -4.2687 -1.7330 1.2220
H -2.8412 -3.0872 -0.5388
H -1.5794 -1.9568 -0.1581
H -1.1398 -3.0787 1.8048
H -2.7924 -2.8519 2.3283
H -1.7842 -5.2791 1.9889
H -2.3291 -5.0405 0.3429
H -3.7831 -6.9320 4.3900
H -3.7765 -5.1340 4.3973
H -2.3870 -6.0234 3.7984
H -6.3093 0.0712 -1.0503
H -8.4738 -0.9731 -0.4424
H -9.1178 -1.1942 1.9248
H -5.4730 0.7124 3.0971
F 3.5325 1.4749 -4.1198
C 4.7591 0.9299 -3.9254
C 5.8638 1.6180 -4.3786
C 7.1179 1.0578 -4.1769
C 7.2367 -0.1690 -3.5400
C 6.1037 -0.8350 -3.0878
C 4.8455 -0.2850 -3.2762
H 5.7355 2.5667 -4.8794
H 8.0014 1.5763 -4.5203
H 8.2155 -0.6062 -3.3922
H 6.1993 -1.7892 -2.5863
H 3.9462 -0.7712 -2.9290
F 7.4964 3.8818 -3.5247
C 7.2124 5.1416 -3.1293
C 8.1823 6.1153 -3.2504
C 7.8758 7.4059 -2.8434
C 6.6220 7.6998 -2.3251
C 5.6670 6.6986 -2.2138
C 5.9570 5.4038 -2.6194
H 9.1530 5.8613 -3.6539
H 8.6215 8.1845 -2.9330
H 6.3901 8.7075 -2.0081
H 4.6899 6.9235 -1.8076
H 5.2293 4.6066 -2.5450
```

As for the largest force on an atom: 0.01060 hartree/bohr. The calculation puts the orbital gap at 9.4 eV. The HOMO energy is -9.1 eV. Its molar mass is 744.7 g/mol.

Entry 3:
The following is a DFT calculation (ωB97M-V/def2-TZVPD) of C17H17BrN3O3Pt as an isolated structure at a distorted geometry.

The geometry in XYZ format:
```
42
C17H17BrN3O3Pt (ωB97M-V/def2-TZVPD)
Pt 0.2739 2.4922 -0.0411
N 3.9586 4.1178 0.2375
C 2.6766 3.8658 0.3106
O 2.2465 2.7047 -0.0080
C 1.6794 4.8608 0.7829
C 0.3261 4.4871 0.1665
H 4.6050 3.4044 -0.0687
H 4.3286 5.0234 0.4828
H 1.9751 5.8873 0.5623
H 1.6444 4.7615 1.8720
H 0.2291 4.8970 -0.8423
H -0.4913 4.8515 0.7876
C -2.8033 3.2347 -0.3491
O -1.8357 2.1340 -0.1767
C -2.3221 0.8819 -0.1110
C -3.6468 0.5535 -0.0598
C -4.0334 -0.8091 -0.0117
Br -5.8123 -1.2227 0.0652
C -3.0834 -1.8468 -0.0211
C -1.7383 -1.5538 -0.0714
C -1.3227 -0.1659 -0.1143
O -0.0868 0.1744 -0.1623
C -0.6885 -2.5341 -0.0864
N 0.6020 -2.1396 -0.1378
C 1.3639 -3.2432 -0.1472
C 2.7744 -3.3892 -0.1978
C 3.2465 -4.6609 -0.1952
C 2.3581 -5.7983 -0.1435
C 0.9703 -5.6827 -0.0940
C 0.4912 -4.3966 -0.0969
N -0.7857 -3.8804 -0.0606
H -3.4198 3.0134 -1.2173
H -2.2049 4.1178 -0.5249
H -3.3848 3.3304 0.5651
H -4.4202 1.3077 -0.0509
H -3.4390 -2.8680 0.0137
H 0.5400 -0.7650 -0.1684
H 3.4224 -2.5252 -0.2365
H 4.3108 -4.8507 -0.2324
H 2.7994 -6.7877 -0.1439
H 0.3316 -6.5545 -0.0569
H -1.6347 -4.4272 -0.0182
```

As for the largest force on an atom: 0.03278 hartree/bohr. The calculation puts the orbital gap (alpha / beta) at 3.8 / 3.8 eV. The HOMO energy (alpha / beta) is -17.5 / -17.5 eV. The energy above the lowest of the compared OMol25 structures with the same formula, charge and spin is 0.762 eV. The charge is +3. Its molar mass is 586.3 g/mol.

Entry 4:
The following is a DFT calculation (ωB97M-V/def2-TZVPD) of a 2-piece molecular cluster, C7H14O overall at a distorted geometry.

The geometry in XYZ format:
```
22
C7H14O (ωB97M-V/def2-TZVPD)
C -1.2830 1.7355 0.1322
C -0.0155 1.5938 -0.2676
C 0.8224 0.4645 0.1821
C 1.8587 0.5301 1.0271
C 0.4281 -0.7851 -0.4385
C -0.2981 -1.6830 0.6239
C -1.8264 -1.6443 0.7978
H -1.7132 1.0227 0.8223
H -1.9739 2.6002 0.0409
H 0.4878 2.3156 -0.9248
H 2.3211 -0.3883 1.3518
H 2.3109 1.3343 1.4928
H -0.3194 -0.7615 -1.3540
H 1.2683 -1.2640 -0.8032
H 0.1439 -1.7156 1.5138
H -0.0629 -2.7067 0.3508
H -2.2303 -1.6793 -0.1286
H -2.1005 -0.8104 1.4625
H -2.1896 -2.4276 1.4222
O 1.3011 1.7900 -2.6001
H 2.1850 1.5386 -2.1931
H 0.8855 0.9405 -2.5103
```

As for the largest force on an atom: 0.08704 hartree/bohr. The calculation puts the orbital gap at 9.8 eV. The HOMO energy is -9.1 eV. The energy above the lowest of the compared OMol25 structures with the same formula, charge and spin is 3.330 eV. Its molar mass is 114.2 g/mol.

Entry 5:
The following is a DFT calculation (ωB97M-V/def2-TZVPD) of a 12-piece molecular cluster, C72H180N12 overall at a distorted geometry.

The geometry in XYZ format:
```
264
C72H180N12 (ωB97M-V/def2-TZVPD)
C -3.5338 1.4732 7.2039
C -3.0715 1.9293 5.7527
N -2.2903 0.8744 4.9578
C -1.7068 1.4664 3.7445
C -0.5182 2.4826 4.1596
C -3.1982 -0.2455 4.5530
C -2.4609 -1.5174 4.2706
H -4.0360 2.3641 7.5809
H -2.7468 1.3387 7.9460
H -4.1295 0.5634 7.1294
H -3.9053 2.1750 5.0951
H -2.4451 2.8159 5.8514
H -1.3453 0.7134 3.0442
H -2.4003 2.1103 3.2037
H -0.8298 3.4691 4.5030
H 0.1141 2.0599 4.9403
H 0.0271 2.5723 3.2201
H -3.9302 0.0820 3.8148
H -3.8709 -0.5803 5.3426
H -3.2839 -2.2187 4.1331
H -1.9045 -1.8130 5.1601
H -1.7505 -1.6363 3.4524
C -7.1697 5.9670 -3.5657
C -6.3576 4.6616 -3.6260
N -5.8580 4.0256 -2.3479
C -6.9275 3.4587 -1.5265
C -7.3496 2.0914 -2.0990
C -4.9691 4.9399 -1.6315
C -4.0378 4.1729 -0.6106
H -7.3089 6.3371 -4.5815
H -6.8833 6.7437 -2.8566
H -8.1816 5.7219 -3.2433
H -6.9655 3.8617 -4.0486
H -5.5441 4.8071 -4.3368
H -6.8021 3.3655 -0.4477
H -7.8331 4.0476 -1.6720
H -6.6796 1.2395 -1.9832
H -8.2748 1.7188 -1.6593
H -7.5777 2.1503 -3.1633
H -5.5890 5.6455 -1.0785
H -4.3240 5.4813 -2.3234
H -3.3786 3.4961 -1.1542
H -4.6327 3.6846 0.1612
H -3.5282 5.0125 -0.1379
C -0.8520 -0.3639 -3.6797
C -2.2136 -1.0253 -4.1983
N -2.0397 -2.0287 -5.2254
C -3.3404 -2.5068 -5.5843
C -3.3774 -3.4799 -6.8124
C -1.0087 -3.0248 -4.9031
C -1.3563 -3.8135 -3.6410
H -0.3200 -1.0483 -3.0189
H -1.0127 0.6082 -3.2136
H -0.2142 -0.1157 -4.5281
H -2.8566 -1.3315 -3.3731
H -2.8922 -0.3398 -4.7059
H -3.9843 -2.8328 -4.7675
H -3.9860 -1.6971 -5.9242
H -2.7860 -3.0008 -7.5926
H -2.9604 -4.4638 -6.5972
H -4.4325 -3.5660 -7.0723
H -0.0337 -2.5561 -4.7694
H -0.9625 -3.6045 -5.8250
H -0.7497 -4.7181 -3.6830
H -2.3972 -4.1369 -3.6531
H -1.1671 -3.2318 -2.7389
C 0.6794 10.5010 4.3416
C 0.1693 9.1829 3.8493
N 1.1463 8.2047 3.4430
C 2.0425 7.6763 4.4364
C 1.3280 7.0038 5.6224
C 0.4274 7.1011 2.7357
C 1.2940 6.0584 2.0673
H -0.0221 11.3181 4.5102
H 1.2904 10.9450 3.5558
H 1.2553 10.2152 5.2218
H -0.4972 8.7028 4.5659
H -0.5212 9.3483 3.0223
H 2.7350 8.4736 4.7065
H 2.7228 6.9223 4.0405
H 0.7756 6.0903 5.4020
H 0.6009 7.7197 6.0057
H 2.0399 6.7402 6.4046
H -0.2705 6.6580 3.4460
H -0.0564 7.5570 1.8719
H 2.2769 6.3772 1.7204
H 1.5987 5.2819 2.7689
H 0.7199 5.5716 1.2790
C 0.2030 -2.5609 0.3062
C 0.3493 -1.1121 0.9327
N 0.5101 -0.0166 -0.0955
C 1.5309 -0.2146 -1.1008
C 2.9874 -0.1128 -0.5109
C 0.4862 1.3578 0.4191
C 0.0779 2.4588 -0.6316
H -0.6432 -2.6208 -0.3783
H 0.0325 -3.3370 1.0523
H 1.1033 -2.9674 -0.1545
H -0.5870 -0.9205 1.4569
H 1.1006 -1.0198 1.7170
H 1.3487 -1.2097 -1.5066
H 1.4111 0.4780 -1.9339
H 3.6922 -0.2534 -1.3304
H 3.1985 0.7597 0.1075
H 3.2231 -0.8645 0.2425
H 1.4539 1.6086 0.8534
H -0.2611 1.2505 1.2054
H -0.1030 3.4451 -0.2044
H -0.8590 2.1666 -1.1059
H 0.8382 2.6466 -1.3898
C -2.5341 3.3343 -4.2939
C -1.7570 4.6226 -4.5307
N -0.4609 4.4786 -5.2103
C 0.5798 4.0119 -4.2457
C 1.9146 4.4432 -4.6272
C -0.3912 3.7583 -6.5296
C -1.4189 4.3131 -7.5328
H -3.4064 3.5249 -3.6687
H -2.0204 2.5734 -3.7065
H -2.7546 2.8001 -5.2181
H -2.2852 5.3659 -5.1280
H -1.5816 5.0205 -3.5312
H 0.4375 4.4850 -3.2741
H 0.4215 2.9778 -3.9394
H 2.7045 4.0074 -4.0154
H 2.2666 4.1773 -5.6239
H 1.9019 5.5284 -4.5254
H -0.4720 2.6818 -6.3784
H 0.5601 3.8645 -7.0510
H -1.3047 5.3659 -7.7909
H -2.3743 4.1417 -7.0370
H -1.4283 3.7856 -8.4867
C 6.5320 3.7128 -1.3992
C 6.2268 2.6558 -2.4468
N 5.5932 3.1251 -3.6988
C 6.3631 4.1303 -4.3919
C 5.4754 5.1194 -5.1931
C 5.1445 2.0629 -4.6232
C 4.0247 1.0937 -4.1618
H 7.5165 4.1277 -1.6158
H 6.5630 3.3422 -0.3746
H 5.8666 4.5757 -1.4280
H 7.0744 2.0529 -2.7726
H 5.4701 2.0030 -2.0117
H 6.9869 4.7457 -3.7435
H 7.0861 3.7779 -5.1275
H 4.8694 5.7321 -4.5256
H 6.1344 5.7652 -5.7733
H 4.8011 4.6506 -5.9099
H 5.9423 1.4761 -5.0785
H 4.7592 2.5960 -5.4923
H 3.9096 0.2799 -4.8778
H 3.0607 1.5320 -3.9034
H 4.3516 0.5750 -3.2606
C 7.6714 -2.8891 0.4102
C 6.2033 -2.5273 0.5362
N 5.3831 -3.6959 0.1834
C 5.4886 -4.0213 -1.2453
C 4.8791 -2.8985 -2.1560
C 4.0590 -3.8220 0.6865
C 4.0817 -4.0789 2.1637
H 7.9523 -2.7064 -0.6270
H 7.8910 -3.8941 0.7703
H 8.1892 -2.1863 1.0629
H 6.0090 -2.2074 1.5599
H 5.9444 -1.6621 -0.0741
H 4.9727 -4.9588 -1.4527
H 6.5112 -4.2229 -1.5646
H 3.7933 -2.9897 -2.1832
H 5.1786 -3.0776 -3.1886
H 5.3062 -1.8991 -2.0731
H 3.4059 -2.9749 0.4771
H 3.5860 -4.6229 0.1181
H 5.0255 -4.5286 2.4720
H 3.8901 -3.1860 2.7588
H 3.2893 -4.7526 2.4897
C 4.5031 3.0438 2.0704
C 4.0616 1.5999 2.4229
N 4.5285 1.0515 3.7224
C 4.2617 -0.3805 3.7740
C 3.9813 -0.9137 5.0829
C 5.9669 1.2376 4.0534
C 6.9624 0.9608 2.9325
H 3.7072 3.7879 2.1007
H 4.6394 3.0806 0.9896
H 5.3664 3.4473 2.5995
H 2.9822 1.5688 2.5711
H 4.2917 0.8199 1.6971
H 3.4999 -0.6409 3.0393
H 5.1527 -0.9105 3.4372
H 2.9540 -0.6157 5.2925
H 3.9259 -2.0018 5.1144
H 4.5602 -0.5423 5.9285
H 6.2299 0.6505 4.9334
H 6.0561 2.2818 4.3529
H 6.9052 1.7932 2.2312
H 6.7707 -0.0336 2.5291
H 8.0103 0.8557 3.2138
C -2.1658 -7.3089 -2.1348
C -1.7851 -7.5045 -0.6679
N -0.3282 -7.8322 -0.5237
C 0.2092 -8.0017 0.8689
C 1.3017 -9.0991 0.8937
C 0.6267 -7.0784 -1.3303
C 0.8224 -5.6120 -0.9736
H -1.6875 -8.1425 -2.6490
H -1.8933 -6.3970 -2.6662
H -3.2360 -7.4491 -2.2867
H -2.1497 -6.6101 -0.1627
H -2.3820 -8.3683 -0.3751
H 0.6144 -7.0763 1.2781
H -0.5588 -8.2246 1.6097
H 1.9880 -9.0103 1.7359
H 0.8172 -10.0751 0.9226
H 1.9969 -9.1038 0.0542
H 0.3555 -7.0926 -2.3860
H 1.6323 -7.4988 -1.3140
H 1.4649 -4.9769 -1.5835
H 1.1445 -5.4592 0.0564
H -0.1408 -5.1177 -1.1001
C -3.0263 -7.3196 6.5310
C -2.0897 -7.4304 5.3034
N -1.6983 -6.1032 4.8794
C -0.4276 -6.1525 4.1684
C 0.3077 -4.8382 4.0814
C -2.6592 -5.2985 4.1556
C -3.0718 -5.9313 2.8301
H -2.5273 -6.7666 7.3268
H -3.1678 -8.3056 6.9737
H -3.9663 -6.7958 6.3577
H -1.2949 -8.0881 5.6554
H -2.6418 -7.8970 4.4875
H 0.2776 -6.8107 4.6759
H -0.4982 -6.5658 3.1622
H -0.0560 -4.1989 3.2770
H 0.2644 -4.2088 4.9703
H 1.3212 -5.1241 3.8002
H -2.3494 -4.2566 4.0747
H -3.5594 -5.2607 4.7690
H -2.2502 -6.1578 2.1506
H -3.7473 -5.2203 2.3543
H -3.7007 -6.8178 2.9120
C -5.5894 -2.7262 2.2659
C -4.4123 -2.5614 1.2287
N -4.6529 -1.4726 0.2448
C -5.7555 -1.7987 -0.6840
C -5.6082 -3.0052 -1.6367
C -3.4096 -1.0842 -0.4171
C -3.3899 0.2906 -0.9897
H -5.5338 -1.9354 3.0140
H -5.4166 -3.6897 2.7454
H -6.5364 -2.5722 1.7487
H -3.3957 -2.4374 1.6020
H -4.1920 -3.4572 0.6480
H -5.8316 -0.9629 -1.3794
H -6.7278 -1.7933 -0.1913
H -6.5672 -3.0734 -2.1502
H -5.3449 -3.9175 -1.1015
H -4.8922 -2.6755 -2.3895
H -2.5377 -1.0717 0.2368
H -3.2243 -1.7375 -1.2697
H -3.8884 0.4756 -1.9412
H -3.7066 1.0464 -0.2710
H -2.3452 0.5728 -1.1203
```

As for the largest force on an atom: 0.06541 hartree/bohr. The calculation puts the orbital gap at 8.7 eV. The HOMO energy is -8.1 eV. The energy above the lowest of the compared OMol25 structures with the same formula, charge and spin is 6.274 eV. Its molar mass is 1214.3 g/mol.

Question: Which value of largest force on an atom does entry 3 give?
Answer: 0.03278 hartree/bohr